Entry 1:
A structure of composition CHI2O3S, computed with ωB97M-V with the def2-TZVPD basis set.

The value obtained for the HOMO-LUMO gap (spin up / spin down) is 5.03 / 7.90 eV. As for the total charge: -1. The calculation puts the LUMO energy (spin up / spin down) at 1.42 / 2.61 eV.

Each line ends with the Löwdin charge.
Cartesian coordinates (Å):
C -0.65 0.02 0.25  -1.123
O 2.53 0.74 1.52  -0.435
O 2.03 -1.55 2.54  -0.434
O 1.61 0.62 3.81  -0.439
S 1.76 -0.09 2.49  0.520
I -1.25 -2.11 0.27  0.472
I -1.81 1.33 1.49  0.547
H -0.87 0.22 -0.83  -0.108



Entry 2:
A structure of composition CHI2P, computed with ωB97M-V with the def2-TZVPD basis set.

The value obtained for the HOMO-LUMO gap (spin up / spin down) is 7.95 / 6.51 eV. The calculation puts the LUMO energy (spin up / spin down) at -1.20 / -1.58 eV.

Each line ends with the Löwdin charge.
Cartesian coordinates (Å):
C 2.43 -0.09 0.21  -1.633
P 0.41 -1.13 -0.39  0.626
I 4.12 -1.25 0.00  0.628
I 2.54 1.96 -0.05  0.632
H -0.27 0.05 -0.04  -0.254